(1)
Density functional theory data (ωB97M-V/def2-TZVPD) for 3 unconnected molecules or ions with the total composition C3H11N5.

The geometry in XYZ format:
```
19
Properties=species:S:1:pos:R:3:nbo_charge:R:1
C 1.372 -2.188 -0.700 -0.4091
N 0.279 -1.246 -0.829 -0.8373
C 0.903 1.031 -0.560 0.3403
N 1.450 1.212 -1.693 -0.7749
H -0.142 -1.304 -1.749 0.3561
H 2.423 0.932 -1.727 0.3375
H 1.404 0.721 0.366 0.1406
H 1.076 -3.239 -0.833 0.1691
H 1.811 -2.080 0.292 0.1830
H 2.133 -1.948 -1.444 0.1864
C -1.867 0.186 1.604 0.4514
N -2.226 1.398 2.021 -0.8657
N -0.372 1.540 -0.317 -0.8518
N -1.650 -0.912 1.343 -0.4048
H -3.207 1.499 2.256 0.4183
H -1.589 1.848 2.664 0.4103
H -0.552 2.003 0.557 0.3714
H -0.803 1.955 -1.130 0.3874
H -0.443 -1.408 -0.121 0.3918
```

Values from the calculation:
ΔE to the lowest compared entry with this formula, charge and spin ... 155.2 kJ/mol
E_tot ... -394.6266 a.u.
Net charge ... 0
F_max ... 0.0326 hartree/bohr
Orbital gap ... 8.316 eV
SMILES ... [H]/N=C/N.N#CN.CN
HOMO ... -8.0 eV


(2)
Density functional theory data (ωB97M-V/def2-TZVPD) for a molecular structure, C4H6Br2.

The geometry in XYZ format:
```
12
Properties=species:S:1:pos:R:3:nbo_charge:R:1
C 1.120 0.870 1.556 -0.4844
C 0.397 -0.203 1.467 -0.0551
C -0.389 0.121 -1.325 -0.6868
C -1.212 0.006 -0.048 -0.2611
Br -2.377 -1.531 0.105 0.0669
Br -2.008 1.643 0.283 0.1014
H 1.636 0.906 2.426 0.2124
H 0.918 1.884 1.200 0.2196
H 0.581 -1.234 1.739 0.2064
H 0.228 1.041 -1.158 0.2325
H -1.067 0.179 -2.145 0.2198
H 0.398 -0.801 -1.347 0.2284
```

Values from the calculation:
ΔE to the lowest compared entry with this formula, charge and spin ... 265.0 kJ/mol
E_tot ... -5303.8927 a.u.
Net charge ... 0
F_max ... 0.0975 hartree/bohr
Orbital gap ... 9.393 eV
HOMO ... -8.9 eV


(3)
Density functional theory data (ωB97M-V/def2-TZVPD) for 8 unconnected molecules or ions with the total composition C38H43F6N3O19.

The geometry in XYZ format:
```
109
Properties=species:S:1:pos:R:3:lowdin_charge:R:1
C -1.774 -0.615 -3.379 -0.0527
C -2.613 0.460 -3.220 -0.0587
C -2.225 1.707 -3.738 0.0126
C -1.018 1.851 -4.418 -0.1317
C -0.166 0.766 -4.624 -0.0058
C -0.568 -0.399 -4.074 -0.1030
N -0.629 3.213 -4.838 -0.3156
O -1.340 4.136 -4.474 0.0589
O 0.481 3.372 -5.380 0.0628
H -1.851 -1.660 -2.990 0.1109
H -3.567 0.321 -2.799 0.1012
H -2.811 2.580 -3.556 0.1146
H 0.843 0.892 -4.966 0.1220
H 0.132 -1.206 -4.104 0.0834
C 2.675 -2.823 -3.821 -0.0897
C 1.827 -3.641 -3.129 -0.0539
C 2.111 -4.004 -1.810 0.0048
C 3.212 -3.439 -1.260 -0.1906
C 4.175 -2.752 -1.971 0.0031
C 3.891 -2.453 -3.301 -0.0491
N 3.555 -3.744 0.148 -0.3286
O 4.177 -2.930 0.790 0.0848
O 3.182 -4.864 0.571 0.0532
H 2.462 -2.404 -4.800 0.1157
H 0.957 -4.017 -3.630 0.1116
H 1.429 -4.547 -1.179 0.1105
H 5.071 -2.471 -1.440 0.1225
H 4.575 -1.844 -3.838 0.1053
C 2.957 4.821 1.149 -0.0270
C 2.108 5.011 2.260 -0.0390
C 2.428 4.444 3.470 -0.0055
C 3.665 3.823 3.632 -0.1883
C 4.570 3.660 2.593 -0.0036
C 4.239 4.246 1.375 -0.0361
N 3.992 3.254 4.921 -0.3590
O 3.302 3.521 5.853 0.0920
O 4.954 2.468 4.972 0.0347
H 2.689 5.060 0.173 0.0653
H 1.090 5.331 2.132 0.1053
H 1.748 4.291 4.259 0.1054
H 5.462 3.074 2.818 0.1251
H 4.914 4.169 0.536 0.1083
C -0.581 4.031 -0.813 -0.0288
C -0.003 5.223 -1.591 -0.1815
O -0.589 6.387 -1.056 0.0272
C -1.768 6.768 -1.513 -0.3978
O -2.380 6.300 -2.432 0.1745
C -2.501 7.700 -0.539 -0.5317
F -3.076 7.018 0.472 0.1634
F -1.743 8.669 -0.032 0.1674
F -3.454 8.330 -1.252 0.1481
H -1.661 4.220 -0.783 0.0937
H -0.176 3.831 0.188 0.0796
H -0.443 3.114 -1.373 0.0521
H -0.206 5.165 -2.682 0.1153
H 1.091 5.334 -1.449 0.1162
C -2.505 -3.098 3.310 -0.0514
C -2.884 -2.402 2.061 -0.2200
O -4.181 -2.917 1.661 0.0403
C -4.744 -2.370 0.634 -0.4387
O -4.278 -1.474 0.039 0.1814
C -6.092 -3.148 0.317 -0.4783
F -6.879 -2.545 -0.567 0.1748
F -5.789 -4.354 -0.258 0.1131
F -6.738 -3.440 1.468 0.1513
H -2.987 -2.587 4.112 0.0818
H -1.429 -2.883 3.433 0.0850
H -2.641 -4.157 3.128 0.0806
H -2.178 -2.677 1.226 0.1288
H -2.843 -1.351 2.211 0.0905
C -3.752 -6.814 -0.161 -0.0158
C -2.352 -6.458 0.322 -0.2301
C -1.214 -6.891 -0.676 -0.0333
O -1.039 -5.721 -1.580 0.0431
C -1.566 -4.651 -0.967 -0.5519
O -1.652 -3.542 -1.486 0.1016
O -2.124 -4.973 0.235 0.0334
H -4.418 -6.123 0.315 0.0612
H -3.987 -7.821 0.195 0.0996
H -3.815 -6.603 -1.228 0.1016
H -2.209 -6.731 1.366 0.1488
H -1.574 -7.733 -1.280 0.1303
H -0.234 -7.108 -0.210 0.1362
C 2.959 0.553 3.093 -0.0003
C 2.041 -0.142 4.052 -0.2672
C 1.219 0.815 4.964 -0.0790
O 0.024 0.989 4.237 0.0983
C -0.104 -0.066 3.418 -0.5515
O -1.130 -0.294 2.815 0.1197
O 0.986 -0.832 3.346 0.0887
H 2.483 1.417 2.662 0.0832
H 3.201 -0.045 2.267 0.0678
H 3.890 0.807 3.653 0.0983
H 2.479 -0.835 4.822 0.1706
H 1.676 1.767 5.108 0.1049
H 1.104 0.300 5.895 0.1294
C -0.893 0.395 -0.193 -0.0029
C 0.608 0.294 0.008 -0.2534
C 1.364 -0.243 -1.226 -0.0691
O 1.987 0.880 -1.880 0.0764
C 1.886 1.910 -0.991 -0.5679
O 2.360 2.988 -1.213 0.1358
O 1.145 1.649 0.087 0.0622
H -1.411 -0.584 -0.167 0.1013
H -1.101 0.968 -1.098 0.0657
H -1.169 1.105 0.578 0.0870
H 0.794 -0.263 0.920 0.1274
H 0.744 -0.762 -1.975 0.1116
H 2.143 -0.948 -0.857 0.1255
```

Values from the calculation:
E_tot ... -3666.5933 a.u.
Net charge ... 0
F_max ... 0.0655 hartree/bohr
Orbital gap ... 9.248 eV
SMILES ... O=[N+]([O-])c1ccccc1.O=[N+]([O-])c1ccccc1.O=[N+]([O-])c1ccccc1.CCOC(=O)C(F)(F)F.CCOC(=O)C(F)(F)F.C[C@H]1COC(=O)O1.C[C@H]1COC(=O)O1.C[C@H]1COC(=O)O1
HOMO ... -10.0 eV


(4)
Density functional theory data (ωB97M-V/def2-TZVPD) for a molecular structure, C35H37BaN6O10S2.

The geometry in XYZ format:
```
91
Properties=species:S:1:pos:R:3:lowdin_charge:R:1
Ba 0.410 1.048 0.294 1.8405
O -3.801 0.436 -2.409 0.1087
C -2.632 0.246 -1.807 -0.4554
O -1.999 1.082 -1.115 -0.1460
C -2.139 -1.082 -2.274 -0.2157
C -2.823 -2.193 -2.930 -0.0446
C -2.112 -3.348 -2.992 -0.1379
C -0.727 -3.412 -2.770 -0.0398
C -0.114 -2.198 -2.238 -0.2115
N -0.889 -1.175 -1.989 0.1192
C 1.230 -1.801 -1.759 -0.4470
O 2.197 -2.627 -2.270 0.0832
O 1.455 -0.790 -1.092 -0.2375
H -4.255 1.247 -2.075 0.1442
H -3.827 -2.095 -3.347 0.0926
H -2.627 -4.282 -3.251 0.1005
H -0.143 -4.313 -2.975 0.0779
H 1.761 -3.438 -2.632 0.1039
C -6.483 -2.632 5.119 -0.0696
C -5.117 -2.533 4.508 -0.2781
C -4.266 -1.495 4.910 -0.0464
C -3.044 -1.326 4.267 -0.0475
C -2.739 -2.195 3.215 -0.2655
C -3.471 -3.377 2.947 -0.0479
C -4.668 -3.528 3.617 -0.0440
S -1.486 -1.861 1.984 0.5951
O -1.054 -3.149 1.511 -0.3154
O -2.004 -0.900 1.029 -0.3791
N -0.183 -0.959 2.538 -0.1849
C 0.743 -1.588 3.307 -0.2894
C 0.599 -2.886 3.905 -0.0382
C 1.458 -3.267 4.918 -0.0987
C 2.555 -2.478 5.270 -0.0987
C 2.902 -1.332 4.560 -0.1560
C 4.042 -0.495 4.834 -0.0226
C 4.316 0.570 4.017 -0.0821
C 3.450 0.827 2.942 -0.1419
N 2.289 0.176 2.717 0.0430
C 1.964 -0.839 3.543 -0.1732
H -6.471 -2.388 6.208 0.0842
H -6.826 -3.689 5.081 0.0814
H -7.211 -1.958 4.694 0.0722
H -4.689 -0.759 5.594 0.1131
H -2.355 -0.530 4.572 0.1147
H -3.129 -4.145 2.218 0.1300
H -5.267 -4.435 3.425 0.1175
H -0.234 -3.479 3.581 0.0782
H 1.292 -4.211 5.468 0.1078
H 3.131 -2.806 6.152 0.1025
H 4.685 -0.666 5.695 0.1091
H 5.167 1.215 4.174 0.0960
H 3.679 1.587 2.189 0.0965
C 1.929 -1.234 -8.871 -0.0810
C 1.506 -0.299 -7.779 -0.2648
C 0.608 -0.539 -6.679 -0.0286
C 0.246 0.464 -5.822 -0.0555
C 0.822 1.702 -6.081 -0.2923
C 1.783 1.977 -7.018 -0.0795
C 2.038 0.972 -7.893 -0.0870
S 0.800 2.881 -4.775 0.5305
O 1.101 4.203 -5.308 -0.3637
O -0.385 2.731 -4.001 -0.3582
N 1.879 2.332 -3.710 -0.2432
C 3.107 2.120 -3.581 -0.2447
C 5.294 3.596 -1.184 -0.3604
O 6.086 3.676 -2.082 0.1592
O 4.474 3.470 -0.316 0.1292
H 1.448 -2.230 -8.903 0.0767
H 3.028 -1.379 -8.825 0.0841
H 1.752 -0.794 -9.839 0.0619
H 0.171 -1.537 -6.542 0.1080
H -0.445 0.317 -4.980 0.1214
H 2.323 2.927 -7.006 0.1198
H 2.671 1.124 -8.795 0.1213
H 3.855 1.900 -4.349 0.0254
H 3.416 2.034 -2.544 -0.0021
N 0.798 3.953 1.137 -0.0985
C 1.196 4.669 2.311 -0.3131
C 0.132 4.774 3.402 -0.1978
C -0.645 3.495 3.845 -0.2533
N -1.250 2.684 2.763 -0.0226
H 1.173 4.300 0.260 0.0769
H -0.243 3.941 1.125 0.0564
H 1.499 5.707 2.053 0.1158
H 2.098 4.217 2.734 0.1013
H -0.595 5.580 3.143 0.1153
H 0.666 5.040 4.310 0.0995
H -1.471 3.905 4.470 0.1060
H 0.037 2.877 4.487 0.1243
H -2.221 2.956 2.708 0.0765
H -1.223 1.715 3.061 0.0396
```

Values from the calculation:
ΔE to the lowest compared entry with this formula, charge and spin ... 414.7 kJ/mol
E_tot ... -3258.7407 a.u.
Net charge ... -1
F_max ... 0.1235 hartree/bohr
Orbital gap (alpha / beta) ... 2.847 / 3.933 eV
HOMO (alpha / beta) ... -1.2 / -2.3 eV